C85H190F10N15O30S10 as an isolated structure. Source: the Open Molecules 2025 dataset; level of theory: wB97M-V/def2-TZVPD.

Geometry as XYZ:
```
340
Properties=species:S:1:pos:R:3:forces:R:3:mulliken_charge:R:1
C -1.7335 -0.4249 0.7277 -0.987 -0.417 -0.440 -0.863
C -0.5357 0.2057 1.3881 0.615 -0.247 1.385 2.138
C 0.7041 -0.7396 1.5974 -1.788 0.347 1.753 -1.295
C 1.5649 -0.9720 0.4066 -0.013 1.699 0.191 0.798
C 2.1841 0.4638 0.0789 -1.310 -2.952 -1.667 -1.063
C 1.1252 1.4193 -0.4552 1.041 0.451 3.430 1.876
N -0.2264 1.3586 0.5816 1.491 1.140 -2.328 0.952
O -0.9662 2.2754 0.4714 0.144 -0.800 0.616 -0.146
C 0.5164 1.1043 -1.7322 -1.183 1.099 -2.413 -1.655
C 1.4772 2.8689 -0.2648 0.655 0.223 -1.867 -1.839
C -0.9504 0.8125 2.7326 1.246 -0.392 0.285 -2.498
H -1.3796 -1.1740 -0.0210 -0.689 0.716 0.274 -0.450
H -2.3658 0.4387 0.3332 0.399 -1.622 0.339 0.223
H -2.2611 -0.9751 1.5449 0.182 0.404 -0.887 0.434
H 0.2568 -1.6610 1.9713 -0.279 -0.185 -0.361 0.602
H 1.2169 -0.4082 2.5199 0.172 0.324 -0.923 0.298
H 0.8945 -1.3704 -0.3788 1.004 -0.140 0.011 -0.186
H 2.3871 -1.6150 0.7417 -0.229 -0.173 -0.755 -0.488
H 2.8322 0.2466 -0.7853 0.350 0.629 0.420 0.640
H 2.6922 0.6881 0.9927 0.459 0.963 0.230 0.028
H -0.1056 0.2241 -1.7501 0.178 -0.667 0.001 0.165
H 1.2575 1.0813 -2.5744 -0.579 -0.096 0.910 0.232
H -0.2050 1.9420 -1.9065 0.536 -0.578 -0.381 0.564
H 2.2457 3.3047 -0.9097 0.343 -0.914 -0.314 0.327
H 1.7862 3.1423 0.6977 0.018 0.138 1.582 0.140
H 0.6487 3.4340 -0.5916 -1.097 0.899 0.185 0.749
H -0.9945 -0.0437 3.4208 0.165 0.485 0.074 0.762
H -1.8933 1.3014 2.7056 -0.880 0.369 -0.196 0.497
H -0.1802 1.5664 2.9827 -0.404 -0.549 0.532 0.210
C 7.0080 -5.1947 -4.0779 -0.127 0.477 -0.442 -1.349
C 6.4849 -6.4103 -3.2940 -0.937 0.514 -0.461 1.509
C 7.0428 -6.5409 -1.8496 1.872 -0.797 -1.718 -1.611
C 6.7090 -5.4417 -0.9554 -1.806 1.666 1.251 -0.468
C 5.1782 -5.5900 -0.7378 0.953 0.281 1.081 0.124
C 4.4066 -5.3496 -2.0473 -0.760 0.610 -0.223 2.318
N 4.9589 -6.1068 -3.2244 -2.727 -3.036 -1.479 0.950
O 4.1598 -6.5982 -4.0576 3.784 2.215 3.103 -0.341
C 4.5619 -3.8680 -2.4537 -0.323 -0.288 1.191 -1.857
C 2.9174 -5.6323 -1.9518 -0.346 0.825 0.856 -2.205
C 6.6287 -7.6817 -4.0751 -1.159 0.252 -1.775 -1.824
H 7.8535 -5.5049 -4.6774 0.623 -0.154 0.352 0.481
H 7.2755 -4.4074 -3.3525 -0.033 -0.119 -0.883 0.339
H 6.3211 -4.8396 -4.8976 0.233 -0.091 1.247 0.162
H 8.1399 -6.5298 -2.0112 -0.410 -0.431 -0.058 0.537
H 6.7643 -7.5127 -1.4224 0.090 0.133 -0.176 0.413
H 6.8699 -4.4545 -1.3883 0.270 -0.038 -0.158 0.238
H 7.2832 -5.3936 -0.0139 -0.362 -0.515 -0.315 0.512
H 4.8120 -4.8365 0.0033 0.093 -0.559 -0.737 -1.061
H 5.0669 -6.5894 -0.2794 -0.588 0.263 -0.466 0.666
H 4.4203 -3.3538 -1.5228 -0.595 0.464 0.422 0.074
H 3.8222 -3.5747 -3.1598 -0.423 0.233 -0.684 0.313
H 5.5307 -3.5507 -2.7080 1.106 0.107 -0.901 0.544
H 2.4712 -5.5770 -2.9067 -0.426 0.005 -1.194 0.719
H 2.3451 -4.8504 -1.3924 0.957 -0.675 0.011 -0.151
H 2.6894 -6.6064 -1.5560 0.004 -0.432 0.367 0.642
H 5.8721 -8.3839 -3.7856 -0.178 -0.651 0.373 0.509
H 7.5892 -8.1062 -3.9870 1.191 -0.398 0.506 0.424
H 6.4823 -7.5522 -5.1732 0.011 0.252 0.776 0.366
C -4.7206 5.3802 0.8420 -0.394 -1.132 -1.160 -0.563
C -5.5172 6.3884 0.0583 0.041 0.637 0.602 1.621
C -6.0544 7.5246 0.9172 -0.787 0.507 -0.600 -1.051
C -5.0144 8.4272 1.4631 0.937 0.921 0.484 -0.354
C -4.4184 9.2024 0.3016 1.963 -0.062 1.535 -1.300
C -3.5881 8.3000 -0.6262 0.164 0.637 0.103 1.375
N -4.4619 7.0880 -0.9224 -0.612 -0.122 0.600 0.931
O -4.3561 6.6291 -1.9831 -0.053 -0.876 -1.295 -0.360
C -2.2312 7.7805 -0.0572 0.307 0.160 0.122 -1.592
C -3.3195 9.0667 -1.9379 0.387 -0.787 -0.231 -1.705
C -6.6119 5.7548 -0.7510 -1.331 2.153 0.911 -1.694
H -3.9653 5.8890 1.3869 0.561 -0.169 0.779 -0.358
H -4.2996 4.6196 0.1445 -0.067 0.584 0.532 0.367
H -5.4498 4.8112 1.4513 0.558 0.488 0.054 0.172
H -6.6083 7.1462 1.7707 -0.516 -0.439 -0.317 0.451
H -6.6859 8.1731 0.2494 -0.041 -0.763 0.800 0.329
H -4.2323 7.8706 1.9929 -0.101 0.144 0.086 0.149
H -5.4572 9.1354 2.1839 0.158 -0.310 -0.265 0.384
H -3.7506 10.0030 0.6826 -0.185 -0.447 -0.314 0.430
H -5.1957 9.7017 -0.2142 -0.809 0.426 -0.858 0.467
H -1.5201 8.6221 -0.1150 -0.449 -0.174 0.239 0.468
H -1.7907 7.0376 -0.7280 -0.292 -0.102 -0.015 0.463
H -2.1936 7.3697 0.9704 -0.439 0.284 -0.549 0.184
H -4.1915 9.5885 -2.2863 -0.479 0.342 0.035 0.450
H -2.9758 8.4734 -2.7958 0.055 -0.149 0.535 0.399
H -2.5301 9.7744 -1.7140 -0.044 0.267 0.026 0.423
H -7.3503 5.2614 -0.0865 0.635 0.327 -0.113 0.192
H -6.2203 5.0404 -1.3843 0.503 -1.160 -1.582 0.257
H -7.1491 6.5970 -1.2359 0.141 -0.814 -0.270 0.560
C 4.5768 3.1187 1.4174 -0.408 -0.719 0.927 -1.487
C 5.7031 3.8175 2.1293 0.362 0.904 -0.034 1.210
C 5.5232 3.8468 3.6533 -0.059 0.400 0.106 -0.493
C 6.8331 3.9506 4.4302 0.360 0.453 -0.663 -1.409
C 7.7711 2.7803 4.2217 -1.573 -2.414 0.448 -0.579
C 8.1997 2.5940 2.7341 -0.035 1.353 1.756 0.880
N 6.9037 2.9154 1.8263 3.003 1.087 0.666 1.453
O 7.1826 2.6972 0.7137 -1.084 -0.475 -1.453 -0.446
C 8.7054 1.1886 2.4485 0.620 2.276 1.781 -1.735
C 9.2488 3.7007 2.3463 -1.105 0.567 0.715 -1.466
C 5.9930 5.2101 1.4804 0.194 0.475 1.858 -1.561
H 4.5841 2.1095 1.8916 -0.426 0.305 -1.023 -0.184
H 4.6453 3.1402 0.3232 0.094 -0.272 0.412 0.650
H 3.6631 3.5986 1.7469 -0.263 0.183 -0.084 0.230
H 4.9957 2.9124 3.8902 0.121 0.248 0.408 0.139
H 4.9222 4.7181 4.0368 0.134 -0.885 -1.046 0.557
H 6.5338 4.0916 5.4346 -0.078 -0.484 1.369 0.548
H 7.3410 4.9030 4.2657 0.017 0.109 -0.562 0.426
H 7.1644 1.8382 4.4884 0.640 1.163 -0.466 0.023
H 8.5590 2.7022 4.9960 0.174 0.492 -0.972 0.575
H 8.9986 1.0671 1.4508 0.435 -0.360 -1.371 0.527
H 7.9703 0.5129 2.7779 -0.670 -1.251 0.327 0.327
H 9.5863 1.2153 3.1322 -0.439 -0.749 -0.594 0.419
H 10.0952 3.6206 3.0427 -0.338 -0.148 -0.089 0.416
H 8.8171 4.7441 2.5019 0.645 -1.371 -0.468 0.304
H 9.6366 3.5333 1.3496 -0.124 0.231 -0.304 0.433
H 5.2621 5.9255 1.9480 0.595 -0.714 -0.599 0.370
H 5.8538 5.1562 0.4341 -0.273 -0.025 -1.115 0.477
H 7.0036 5.6332 1.6527 -0.553 -0.434 0.162 0.311
C 5.3791 -5.2983 3.8555 0.491 0.812 -1.215 -1.748
C 4.2639 -6.0010 4.5536 0.202 -1.706 1.779 1.341
C 3.8500 -5.3467 5.8677 -0.729 1.848 -1.243 -1.361
C 3.0006 -4.0527 5.5861 0.122 -0.732 0.359 -0.451
C 1.7754 -4.2189 4.6554 -0.430 -2.984 0.646 -1.201
C 2.1005 -4.9454 3.3252 0.092 0.284 -0.559 1.506
N 3.2132 -5.9846 3.5275 -1.282 0.246 -0.336 0.915
O 3.2492 -6.8394 2.7201 0.053 -0.431 -0.483 -0.401
C 2.6090 -3.8281 2.3638 1.249 -1.151 -1.018 0.314
C 0.9585 -5.7232 2.5763 0.117 1.957 0.404 -1.366
C 4.7275 -7.4857 4.7833 -0.513 1.100 -0.421 -1.449
H 6.2762 -5.6157 4.3326 0.837 0.362 0.637 0.633
H 5.2502 -4.2200 3.7735 0.259 0.020 0.352 0.286
H 5.4913 -5.6758 2.8410 -0.120 -0.098 -0.194 0.378
H 4.7558 -4.9725 6.3542 -0.045 -0.355 0.001 0.478
H 3.3158 -5.9727 6.5649 -0.084 -0.630 -0.106 0.402
H 3.7054 -3.2798 5.3624 0.145 0.632 -0.951 -0.050
H 2.7067 -3.7954 6.5775 -0.858 0.468 0.682 0.628
H 1.1510 -3.3944 4.3754 0.319 1.064 0.087 0.560
H 1.0141 -4.8788 5.1515 0.743 0.343 0.050 0.429
H 2.8586 -4.2783 1.3337 -0.421 0.885 1.481 -0.549
H 3.4738 -3.2615 2.7624 -0.416 -0.562 -0.198 -0.043
H 1.7822 -3.1300 2.3035 -0.139 -0.084 -0.329 -0.467
H 0.5664 -6.5815 3.1407 -0.102 0.529 -0.127 0.588
H 1.2830 -6.0181 1.5765 0.075 -0.103 0.326 0.398
H 0.2474 -4.8739 2.3681 0.196 -1.359 0.535 -0.042
H 4.9198 -7.8398 3.7566 0.592 -0.499 0.963 0.414
H 3.9366 -8.0800 5.2534 0.134 0.086 -0.148 0.409
H 5.5894 -7.4161 5.4815 -0.420 -0.323 -0.783 0.408
C -11.0032 1.9865 1.8683 -0.315 -0.049 -0.606 -1.342
C -11.7101 2.1442 3.1736 -0.033 -0.442 0.968 -0.312
N -10.7174 2.0594 4.3753 -0.483 -1.188 -0.127 0.618
C -9.9746 0.6759 4.2866 -1.098 0.351 1.200 -1.186
C -9.7598 3.2794 4.3924 0.800 -1.650 -1.688 -0.450
C -8.3647 2.9058 4.8655 0.566 0.919 -1.741 -0.855
C -11.6280 2.0698 5.5994 -0.468 -0.435 1.460 -0.800
C -10.9600 2.3686 6.9834 -0.049 -0.383 -1.594 -0.554
O -9.9420 1.3692 7.1803 -0.567 1.614 0.360 -0.303
C -9.3175 1.6350 8.4477 -0.263 -0.400 -0.104 -0.785
H -11.7549 1.8375 1.0866 0.135 0.066 0.084 0.432
H -10.2830 1.1696 1.7894 -0.179 0.118 0.150 0.306
H -10.5364 2.9321 1.6901 0.647 0.342 -0.690 0.389
H -12.5063 1.3392 3.2979 0.991 1.246 0.304 0.439
H -12.0921 3.1801 3.2571 -0.354 -0.767 -0.084 0.361
H -10.7377 -0.0585 3.9976 0.117 0.323 -0.085 0.384
H -9.7026 0.4317 5.3452 0.348 0.282 -1.266 0.269
H -9.1698 0.6787 3.5404 -0.345 0.133 0.552 0.489
H -10.2596 4.0145 4.9546 -0.462 1.072 0.508 0.421
H -9.6176 3.5588 3.3433 -0.554 0.262 0.278 0.316
H -7.5865 3.7040 4.6904 -1.168 -0.536 0.200 0.417
H -8.0382 2.0583 4.2600 0.244 0.191 0.318 0.100
H -8.4016 2.6470 5.8673 0.334 -0.611 1.968 0.157
H -12.1063 1.0821 5.7622 0.554 0.220 -0.731 0.389
H -12.5018 2.7354 5.4235 0.916 -0.012 -0.014 0.378
H -11.7713 2.2668 7.7433 0.617 0.274 -0.391 0.510
H -10.5359 3.4036 6.9682 -0.190 -0.728 0.448 0.314
H -10.1297 1.6125 9.1853 0.468 -0.223 0.295 0.327
H -8.8759 2.6589 8.5017 0.045 -0.776 -0.265 0.325
H -8.5960 0.8047 8.5763 -0.311 0.786 0.278 0.250
C 5.6248 0.7649 -8.5156 -0.228 0.126 0.251 -1.513
C 6.6939 1.7682 -8.8128 0.246 1.186 0.864 -0.118
N 7.3870 2.4199 -7.5550 -0.567 0.381 -1.518 0.091
C 6.3825 3.1945 -6.7229 0.517 1.454 -1.375 -1.035
C 7.9974 1.3429 -6.7447 -0.717 -1.713 -0.571 0.064
C 8.6911 1.7793 -5.5107 0.449 0.532 1.619 -1.288
C 8.5266 3.2853 -8.0934 0.212 0.610 1.889 -0.582
C 8.1744 4.4203 -8.9991 -0.805 -0.914 -1.885 -0.766
O 7.4494 5.3791 -8.3449 -1.139 0.850 1.562 -0.299
C 6.8810 6.3922 -9.1575 0.928 1.149 -1.128 -0.780
H 4.7128 1.1744 -8.0864 0.114 0.026 0.182 0.303
H 5.9772 -0.0758 -7.9486 0.093 -0.250 0.602 0.381
H 5.3631 0.3119 -9.4455 -0.337 -0.118 -0.923 0.520
H 6.3097 2.6274 -9.3951 0.233 -0.627 0.309 0.306
H 7.5173 1.2936 -9.3216 0.258 -0.037 -0.388 0.370
H 7.0132 3.9194 -6.1681 -0.850 -0.775 0.413 0.578
H 5.7137 2.4955 -6.2074 0.419 0.332 0.177 0.260
H 5.8271 3.8918 -7.4041 0.308 -1.014 0.468 0.332
H 8.6600 0.7521 -7.3957 -0.209 0.276 0.030 0.439
H 7.1423 0.6815 -6.5054 0.545 0.328 0.129 0.069
H 8.2255 2.7041 -5.1277 0.358 -0.529 0.146 0.302
H 9.7764 1.9324 -5.5551 -0.304 0.134 -0.499 0.361
H 8.5746 0.9983 -4.7480 -0.151 0.259 -0.121 0.395
H 9.2061 2.5824 -8.5321 0.349 -0.213 -0.586 0.429
H 9.0657 3.7248 -7.2204 -0.544 -0.452 -0.356 0.387
H 7.6189 4.0148 -9.8763 0.155 0.325 0.249 0.380
H 9.0676 4.8413 -9.4277 0.811 0.098 -0.098 0.538
H 7.6689 6.7441 -9.8596 -0.327 0.025 0.336 0.327
H 6.5475 7.3100 -8.5952 0.308 -1.431 -0.134 0.249
H 6.0901 6.0185 -9.8162 -0.219 -0.138 0.368 0.331
C -6.6990 -4.6818 -1.5685 0.792 0.799 1.302 -1.382
C -5.9397 -3.9225 -2.6870 -1.467 -1.032 0.671 -0.744
N -5.9624 -2.4679 -2.5206 1.373 1.720 -0.433 0.786
C -5.3089 -2.0467 -1.2718 0.270 -0.265 -0.253 -1.571
C -5.0285 -1.8433 -3.5959 -1.078 0.740 0.963 0.473
C -3.7120 -2.5190 -3.7190 1.616 0.281 -0.475 -2.099
C -7.3000 -1.8027 -2.5331 0.362 0.506 0.252 -0.229
C -8.1001 -2.1468 -3.7084 -1.492 0.771 -1.959 -0.745
O -8.5831 -3.4223 -3.5279 0.202 -1.516 1.160 -0.296
C -9.3890 -3.8793 -4.5877 1.480 -0.272 -0.276 -0.784
H -6.1601 -4.4805 -0.5734 -0.476 -0.983 -1.426 0.209
H -6.7997 -5.7541 -1.8120 0.367 0.546 0.290 0.431
H -7.7084 -4.3071 -1.3554 0.199 -0.023 -0.637 0.314
H -6.3767 -4.0989 -3.6525 -0.268 -0.315 -0.407 0.491
H -4.9081 -4.2040 -2.7489 0.322 -0.356 0.443 0.717
H -5.9896 -2.3686 -0.5305 -0.327 0.445 1.391 0.743
H -5.0405 -0.9918 -1.3382 -0.576 -0.171 0.454 0.130
H -4.4203 -2.6237 -1.2002 0.857 -0.477 0.367 0.550
H -4.9030 -0.7695 -3.3203 -0.352 -0.853 -0.276 0.051
H -5.5732 -1.9175 -4.5207 -0.063 0.032 -0.449 0.405
H -3.2074 -1.8747 -4.4773 -0.006 -0.841 0.332 0.507
H -3.8038 -3.5386 -4.0506 0.120 -0.177 -0.804 0.415
H -3.0108 -2.6106 -2.8665 -0.711 0.617 -0.052 0.451
H -7.0786 -0.7489 -2.4611 0.075 0.453 -0.226 0.076
H -7.9122 -2.0202 -1.6529 0.562 -0.453 0.085 0.415
H -7.6277 -1.9805 -4.7157 0.089 -0.366 0.768 0.310
H -8.9908 -1.5010 -3.7659 0.267 0.495 0.183 0.592
H -10.0316 -3.0386 -4.7783 -0.761 -0.099 -1.039 0.325
H -9.9086 -4.7931 -4.3169 -0.193 0.205 0.321 0.258
H -8.6560 -4.1655 -5.3760 -0.982 0.471 -0.319 0.306
C 1.1072 -8.4254 -7.5686 -1.167 0.856 0.865 -1.427
C 1.0559 -6.9977 -8.1542 0.313 -1.362 0.747 -0.131
N -0.1684 -6.1931 -7.7383 2.350 1.173 -0.288 0.523
C 0.0630 -5.7603 -6.3163 -1.331 0.174 -0.056 -1.278
C -0.1135 -4.9087 -8.6582 -0.708 -1.132 0.135 -0.267
C 0.9203 -3.8374 -8.4813 1.861 0.160 1.189 -1.280
C -1.3760 -6.9948 -8.0362 -1.882 1.145 0.282 -0.461
C -2.7463 -6.3308 -7.5525 0.714 -0.247 -0.812 -0.947
O -2.8016 -6.0339 -6.1842 0.328 0.265 -0.843 -0.205
C -3.0840 -7.1772 -5.4116 -1.448 0.137 0.224 -0.764
H 0.7459 -8.4623 -6.5323 0.068 0.087 -0.109 0.341
H 2.1187 -8.7610 -7.5186 0.651 -0.358 -0.357 0.419
H 0.4654 -9.0861 -8.1432 0.296 -0.261 -0.073 0.383
H 1.0052 -7.1960 -9.2123 0.104 0.750 -0.551 0.459
H 1.9658 -6.4581 -7.8434 -0.611 0.097 -0.448 0.310
H -0.5651 -4.8800 -6.1434 0.209 -0.243 0.130 0.346
H 1.1019 -5.5006 -6.2488 0.387 0.118 0.315 0.581
H -0.2511 -6.5308 -5.6061 0.287 0.083 -0.268 0.162
H -0.9929 -4.3429 -8.3836 -0.839 -0.500 -0.546 0.322
H -0.1281 -5.3948 -9.6450 -0.217 0.752 0.141 0.416
H 0.7080 -3.2655 -7.5629 0.213 -0.258 -0.217 0.281
H 0.8192 -3.1210 -9.2780 -0.399 0.143 -0.544 0.529
H 2.0131 -4.0645 -8.4732 -0.957 -0.396 0.003 0.162
H -1.3250 -7.9258 -7.5081 0.459 -0.594 -0.038 0.410
H -1.3684 -7.0986 -9.1366 -0.288 -0.355 0.572 0.359
H -3.5936 -7.0207 -7.7468 0.644 0.289 -0.623 0.521
H -2.8538 -5.4153 -8.1359 -0.399 0.049 0.260 0.382
H -2.2965 -7.3175 -4.7333 1.428 -0.721 0.783 0.322
H -3.3156 -8.0824 -6.0153 0.173 0.575 0.467 0.427
H -3.9197 -6.9120 -4.7531 -0.235 -0.342 -0.325 0.147
C -2.0376 6.3828 8.6569 0.996 -0.031 -0.160 -1.282
C -0.9377 5.4417 9.1875 -0.981 0.745 -1.259 -0.282
N -1.4111 4.0481 9.5116 0.229 0.044 2.491 0.082
C -0.2022 3.2924 9.9419 0.830 -0.449 -3.694 -1.183
C -2.2416 4.2185 10.7675 -2.665 0.260 -0.395 -0.438
C -2.7221 2.9596 11.5610 -0.131 1.843 0.520 -1.311
C -2.2248 3.3714 8.4176 0.593 1.286 1.231 -1.256
C -1.3678 3.0403 7.2560 -0.216 0.726 -2.449 0.322
O -0.7156 1.8663 7.4442 1.346 -1.823 1.159 -0.496
C -0.1093 1.3527 6.2824 -1.732 2.864 -2.424 -0.528
H -1.5516 7.3430 8.5200 0.322 0.089 -0.487 0.449
H -2.8028 6.6719 9.3493 -0.652 -0.494 0.486 0.358
H -2.4231 6.0405 7.6981 -0.125 0.269 0.034 0.323
H -0.4972 5.9217 10.0666 0.179 -0.661 -0.079 0.471
H -0.2088 5.3037 8.3919 0.213 0.247 0.157 0.441
H 0.5726 3.4475 9.0899 -1.208 -0.716 1.570 0.390
H -0.4607 2.2423 10.0670 0.276 0.165 0.052 0.426
H 0.1553 3.7692 10.7927 0.689 0.544 1.684 0.500
H -3.1407 4.7519 10.3722 0.366 -0.567 0.447 0.295
H -1.8157 4.9987 11.4127 0.554 -0.693 -0.148 0.539
H -1.9101 2.3125 11.8505 0.073 -0.501 -0.196 0.345
H -3.6194 2.4675 11.1648 0.651 -0.089 -0.256 0.365
H -3.0688 3.4012 12.5222 0.157 -0.292 -0.510 0.431
H -2.8974 4.1873 8.1421 -0.418 -0.700 -0.085 0.422
H -2.7219 2.4808 8.8743 0.397 0.786 -0.535 0.388
H -0.6521 3.8087 6.8322 -0.771 -0.109 0.928 0.223
H -2.0698 2.9282 6.4209 -0.186 0.014 -0.188 0.180
H 0.3267 0.4279 6.4843 0.875 -1.305 0.412 0.496
H 0.5986 2.1223 5.7803 -0.746 -1.247 0.969 0.116
H -0.9631 1.2335 5.5251 1.176 -0.141 0.659 0.217
N 5.1427 -0.3895 2.0257 1.475 0.943 -4.165 -0.446
S 4.5218 -0.7464 3.3113 1.186 -1.352 5.338 0.842
O 5.1371 -1.9322 3.8534 -1.155 -0.164 0.166 -0.751
O 3.1190 -0.5309 3.3998 0.055 0.356 0.287 -0.395
F 5.2183 0.3764 4.4044 -1.275 -0.753 -1.827 -0.443
S 5.8429 -1.4090 1.0009 -2.090 -1.101 0.187 1.121
O 6.4653 -0.6108 0.0263 1.025 0.323 -0.645 -0.644
O 4.9522 -2.4838 0.4949 2.060 1.833 1.929 -0.325
F 6.9910 -2.0563 1.9185 -0.943 0.147 -1.072 -0.305
N -5.7536 2.7717 -0.7155 -0.897 -1.404 2.761 -0.111
S -5.6323 1.7618 0.5447 -1.288 1.459 -2.966 0.791
O -4.4926 2.0998 1.2662 2.141 0.698 1.716 -0.570
O -5.8906 0.3845 0.3454 -0.727 -0.753 -0.370 -0.444
F -6.8419 2.3140 1.4226 -0.041 -0.137 -0.142 -0.151
S -5.6320 2.5664 -2.2339 1.843 2.640 1.194 0.900
O -5.2343 1.3027 -2.6544 0.641 -3.433 -0.944 -0.534
O -4.8807 3.6894 -2.6863 -0.182 0.283 -0.791 -0.626
F -7.0398 2.7473 -2.8027 -1.479 0.189 -0.288 -0.287
N -2.0636 -4.6720 -0.4009 -1.168 -0.189 0.589 -0.481
S -0.6916 -4.5043 -1.0608 -0.157 -0.327 -0.068 1.155
O -0.6961 -5.1968 -2.2823 0.462 -0.825 -1.538 -0.485
O 0.4326 -4.5655 -0.1973 0.963 -0.241 -0.072 -0.331
F -0.7823 -3.0086 -1.4713 0.445 1.771 -0.648 -0.197
S -2.1364 -4.3047 1.1206 -1.363 -2.926 0.883 1.170
O -1.0937 -3.3944 1.4803 -0.392 0.171 1.206 -0.622
O -2.5267 -5.4954 1.8622 1.340 2.006 -0.313 -0.766
F -3.4549 -3.4707 1.2010 -0.381 0.783 -0.341 -0.191
N 2.8572 -1.8278 -5.4530 -1.299 -1.220 -0.606 -0.253
S 3.7929 -2.8958 -6.1301 3.758 4.456 2.623 1.130
O 3.2019 -4.1654 -6.1903 -0.898 -1.494 -0.353 -0.527
O 5.1620 -2.7368 -5.6009 -2.066 -1.093 -0.948 -0.580
F 3.9685 -2.3792 -7.6099 -0.521 -0.312 -0.254 -0.284
S 3.1018 -0.4241 -4.8249 1.703 -0.678 0.762 0.758
O 4.2362 0.2343 -5.4043 -0.149 0.405 0.219 -0.544
O 3.0008 -0.4786 -3.3709 -0.493 0.468 -1.888 -0.379
F 1.8703 0.4183 -5.3695 0.128 -0.608 0.529 -0.312
N -0.8064 4.0820 3.5335 1.301 -1.527 -0.139 0.016
S 0.5252 4.8103 3.2592 1.743 2.035 -3.017 0.886
O 0.9209 5.7858 4.2090 -0.073 -0.242 1.257 -0.671
O 0.8163 5.2465 1.8858 -1.104 -1.416 1.549 -0.652
F 1.5051 3.5567 3.4141 -0.251 -0.078 0.282 -0.161
S -2.1370 4.7632 3.8434 -0.381 2.080 1.312 0.549
O -2.4311 5.7470 2.8195 -0.671 -1.194 1.057 -0.401
O -2.3116 5.1611 5.2326 -0.053 -0.322 -1.469 -0.466
F -3.0196 3.4544 3.7595 -0.307 0.635 -0.584 -0.266
```
Positions in Å, forces in eV/Å.

Computed properties:
M = 2413.2 g/mol
E_LUMO = -9.328 eV
maximum force = 6.4 eV Å⁻¹
HOMO = -16.205 eV
gap between HOMO and LUMO = 6.88 eV
charge = +5